[1]
14
Properties=species:S:1:pos:R:3:nbo_charge:R:1 method="wB97M-V/def2-TZVPD" energy_ha=-307.57557 smiles="O=CCCC=O.[H][H]" total_charge=0 orbital_gap_ha=0.4004 e_above_lowest_kcal_mol=85.9
H -1.2823 -1.0688 -1.0719 0.2337
C -0.2517 0.7833 -0.4974 0.4284
C -0.8914 -0.5038 -0.2089 -0.4841
H -1.6538 -0.4922 0.5812 0.2387
H 0.8200 -1.9064 -0.2056 0.2409
H 0.2920 0.7576 -1.4622 0.1299
O 2.9642 -0.7637 0.0988 -0.5073
O -0.1310 1.6765 0.3147 -0.5888
H 1.9479 0.8169 0.8080 0.1505
C 1.9328 -0.2079 0.3831 0.4304
H -2.5830 1.3167 -0.4051 -0.0493
H 0.3704 -1.1527 1.3889 0.2509
C 0.5594 -1.0008 0.3252 -0.5141
H -2.0934 1.7453 -0.0487 0.0402

***

[2]
14
Properties=species:S:1:pos:R:3:nbo_charge:R:1 method="wB97M-V/def2-TZVPD" energy_ha=-307.53192 total_charge=0 orbital_gap_ha=0.3331 e_above_lowest_kcal_mol=113.3
H 3.3619 0.6010 0.2797 0.2344
H -1.4061 1.3431 -0.4829 0.1875
C -2.2664 -0.4826 0.3320 -0.6238
C 2.5201 0.1327 -0.2212 -0.3734
H 2.6564 0.0365 -1.3007 0.2050
H -2.7223 -0.0037 1.2047 0.2161
O -0.1192 0.4192 0.8798 -0.5334
H -1.9400 -1.4864 0.6246 0.2123
C 1.0876 0.9462 0.6627 0.4985
H -3.0359 -0.5853 -0.4426 0.2136
C -1.0962 0.3336 -0.1892 -0.0945
H 2.2794 -0.8506 0.2018 0.2235
H -0.6299 -0.1380 -1.0610 0.1827
O 1.3049 1.3779 -0.5385 -0.5484

***

[3]
14
Properties=species:S:1:pos:R:3:nbo_charge:R:1 method="wB97M-V/def2-TZVPD" energy_ha=-307.66907 smiles="O=CCCCO" total_charge=0 orbital_gap_ha=0.3966 e_above_lowest_kcal_mol=27.2
H 1.9337 -0.2098 0.7294 0.1753
H -0.5192 -0.1611 1.7670 0.2101
C 0.1200 -1.0085 -0.1350 -0.4221
H -0.3190 -1.1521 -1.1300 0.2139
O -1.7095 1.1689 -0.9732 -0.5699
H -1.8265 -0.8808 0.8114 0.2395
H 0.3502 -2.0014 0.2686 0.2185
H 2.0828 -0.6402 -0.9857 0.1701
C -0.9041 -0.2905 0.7494 -0.5164
C -1.2782 1.0535 0.1545 0.4601
C 1.4120 -0.2013 -0.2340 -0.0644
O 1.1737 1.1663 -0.5147 -0.7138
H -1.1457 1.9390 0.8061 0.1221
H 0.6299 1.2179 -1.3138 0.4771

***

[4]
14
Properties=species:S:1:pos:R:3:nbo_charge:R:1 method="wB97M-V/def2-TZVPD" energy_ha=-307.60928 smiles=CC1(O)COC1 total_charge=0 orbital_gap_ha=0.4014 e_above_lowest_kcal_mol=64.7
H 1.0689 0.5221 1.6286 0.4733
H -2.2599 0.2712 0.3646 0.2217
H -1.6582 -1.3647 0.7396 0.2254
C -0.1377 0.0048 0.2543 0.1873
H 0.2944 1.5221 -1.5477 0.2016
H 0.2774 2.1634 0.0364 0.1982
O 0.1037 0.3811 1.6039 -0.7020
H 1.5576 -1.4581 0.4154 0.1792
H 0.8163 -1.4535 -1.1739 0.1708
C 0.3795 1.2073 -0.5250 -0.0956
H -1.6954 -0.7971 -0.9489 0.2167
C -1.5333 -0.4961 0.0903 -0.6224
C 1.0144 -0.8276 -0.2937 -0.0918
O 1.7724 0.3251 -0.6441 -0.5622

***

[5]
14
Properties=species:S:1:pos:R:3:nbo_charge:R:1 method="wB97M-V/def2-TZVPD" energy_ha=-307.58988 smiles=CO[C@H]1C[C@H]1O total_charge=0 orbital_gap_ha=0.3781 e_above_lowest_kcal_mol=76.9
C -0.4837 1.0299 -1.7375 -0.2271
H -0.8174 2.0724 -1.7478 0.1734
H -1.3188 0.3542 -1.9639 0.1689
C 0.3211 0.4584 0.7249 0.0718
O 0.6734 -1.7766 -0.1734 -0.7047
H -0.6022 -0.3199 2.6083 0.2262
C -0.5591 -0.4751 1.5299 -0.4819
H 0.5049 -1.1575 -0.9058 0.4762
H -1.4600 -0.8610 1.0647 0.2314
H 1.5973 -1.1827 1.5913 0.1823
H 0.2629 0.9005 -2.5273 0.1945
O 0.3006 0.6549 -0.6598 -0.5750
C 0.7427 -0.9657 0.9576 0.0727
H 0.8384 1.2681 1.2388 0.1915

***

[6]
14
Properties=species:S:1:pos:R:3:nbo_charge:R:1 method="wB97M-V/def2-TZVPD" energy_ha=-307.60581 smiles=C[C@H]1COCO1 total_charge=0 orbital_gap_ha=0.3940 e_above_lowest_kcal_mol=66.9
H -1.2370 0.6786 -0.2374 0.1948
H -0.3873 2.1677 1.5650 0.2301
C -0.2822 0.4010 0.2095 0.1197
C -0.5183 -1.7528 -0.8211 0.2303
H -1.4743 -1.7983 -1.3734 0.1423
H -0.2420 0.5434 2.2537 0.2528
H 1.1832 1.3347 1.5569 0.2201
O -0.6026 -1.2600 0.4469 -0.5887
H 0.5074 1.3514 -1.0979 0.1933
H 1.7917 0.2473 -0.4941 0.1741
C 0.0992 1.1867 1.4512 -0.6657
H 0.0465 -2.6949 -0.9268 0.1677
C 0.7392 0.2786 -0.8325 -0.1066
O 0.3454 -0.7230 -1.6938 -0.5642